A structure of composition C59H32Cl2I4N11RbSe. Source: OMol25; level of theory: ωB97M-V with the def2-TZVPD basis set.

Each line ends with the Löwdin charge.
CARTESIAN COORDINATES (ANGSTROEM)
Rb  -0.803  0.179  -0.183  0.846
I  0.193  8.757  -5.133  0.782
C  0.177  7.072  -3.876  -0.739
C  0.474  7.227  -2.531  -0.156
C  0.462  6.106  -1.710  -0.017
C  0.160  4.839  -2.213  -0.204
C  -0.141  4.725  -3.566  -0.022
C  -0.134  5.833  -4.407  -0.154
C  0.163  3.658  -1.295  -0.077
C  1.240  2.758  -1.412  -0.270
C  2.339  2.887  -2.372  -0.022
C  3.168  1.842  -2.143  -0.020
C  2.586  1.089  -1.027  -0.260
C  3.173  -0.052  -0.441  -0.072
C  4.444  -0.548  -1.057  -0.201
C  5.646  0.138  -0.886  -0.025
C  6.826  -0.314  -1.464  -0.156
C  6.799  -1.475  -2.221  -0.738
I  8.575  -2.169  -3.104  0.783
C  5.625  -2.185  -2.407  -0.146
C  4.457  -1.712  -1.821  -0.009
C  2.704  -0.767  0.683  -0.259
N  1.553  -0.529  1.336  0.086
C  1.502  -1.380  2.385  -0.270
C  0.442  -1.466  3.306  -0.082
C  0.560  -2.501  4.382  -0.202
C  0.125  -3.811  4.194  -0.029
C  0.251  -4.769  5.195  -0.151
C  0.824  -4.405  6.401  -0.740
I  1.027  -5.841  7.922  0.784
C  1.262  -3.110  6.625  -0.156
C  1.122  -2.169  5.612  -0.013
C  -0.718  -0.663  3.316  -0.281
C  -1.885  -0.896  4.164  -0.034
C  -2.787  0.063  3.836  -0.037
C  -2.154  0.880  2.803  -0.295
N  -0.918  0.411  2.530  0.032
C  -2.756  2.004  2.199  -0.074
C  -2.225  2.818  1.179  -0.267
C  -2.936  3.929  0.541  -0.007
C  -2.115  4.403  -0.421  -0.011
C  -0.910  3.570  -0.378  -0.265
N  -1.011  2.660  0.606  0.004
C  -4.120  2.391  2.681  -0.211
C  -5.259  1.855  2.087  -0.006
C  -6.531  2.212  2.521  -0.145
C  -6.653  3.116  3.562  -0.739
I  -8.567  3.665  4.236  0.781
C  -5.539  3.672  4.171  -0.160
C  -4.276  3.304  3.721  -0.019
C  2.693  -2.230  2.402  -0.025
C  3.440  -1.853  1.337  -0.018
N  1.427  1.662  -0.643  0.035
H  0.712  8.202  -2.127  0.086
H  0.690  6.202  -0.655  0.126
H  -0.394  3.750  -3.967  0.119
H  -0.376  5.727  -5.455  0.088
H  2.451  3.665  -3.113  0.096
H  4.084  1.606  -2.667  0.096
H  5.648  1.043  -0.290  0.126
H  7.750  0.231  -1.320  0.086
H  5.614  -3.091  -3.000  0.088
H  3.530  -2.261  -1.956  0.109
H  -0.337  -4.086  3.253  0.075
H  -0.098  -5.780  5.029  0.089
H  1.707  -2.834  7.571  0.086
H  1.460  -1.152  5.773  0.126
H  -2.001  -1.692  4.888  0.102
H  -3.775  0.211  4.250  0.102
H  -3.933  4.272  0.778  0.102
H  -2.315  5.200  -1.122  0.100
H  -5.142  1.164  1.258  0.127
H  -7.407  1.795  2.043  0.092
H  -5.647  4.382  4.981  0.084
H  -3.391  3.726  4.184  0.124
H  2.925  -2.996  3.128  0.098
H  4.396  -2.254  1.034  0.097
Se  3.170  -5.350  -5.572  1.045
N  2.669  -5.548  -3.873  -0.235
C  2.036  -4.460  -3.540  -0.341
C  1.459  -4.232  -2.217  -0.108
C  1.571  -5.166  -1.185  -0.005
C  1.030  -4.871  0.042  -0.029
C  0.384  -3.644  0.202  -0.119
N  0.263  -2.755  -0.766  0.134
C  0.792  -3.031  -1.963  -0.145
C  0.688  -1.984  -3.015  -0.144
N  0.072  -0.847  -2.682  0.071
C  -0.002  0.126  -3.569  -0.111
C  0.538  0.031  -4.853  -0.029
C  1.172  -1.136  -5.207  -0.002
C  1.257  -2.172  -4.275  -0.097
C  1.937  -3.433  -4.567  -0.337
N  2.491  -3.707  -5.713  -0.232
H  2.091  -6.096  -1.376  0.111
H  1.107  -5.557  0.875  0.106
H  -0.045  -3.358  1.157  0.079
H  -0.506  1.034  -3.244  0.109
H  0.463  0.863  -5.540  0.105
H  1.619  -1.273  -6.183  0.112
Cl  -3.049  -4.325  2.193  0.507
C  -3.786  -2.758  1.746  -0.959
Cl  -2.737  -1.763  0.763  0.551
H  -3.990  -2.220  2.663  0.011
H  -4.687  -2.972  1.186  0.028
N  -3.464  0.554  -1.554  0.034
C  -4.486  0.583  -2.120  -0.430
N  -5.620  0.730  -2.736  0.012
C  -6.407  -0.208  -3.183  -0.489
N  -7.182  -0.965  -3.616  0.017

Output
Frontier orbital gap ... 4.5 eV
Charge ... -2
Energy relative to the best compared isomer or geometry (same formula, charge and spin) ... 0.0 kcal/mol
Strongest force on any atom ... 0.8 eV/Å
LUMO ... 2.619 eV